Record 1
# C14H10InN2OS2

A molecular structure, C14H10InN2OS2 in a non-equilibrium geometry (ωB97M-V with the def2-TZVPD basis set, the Open Molecules 2025 dataset).

XYZ file:
```
30
C14H10InN2OS2 (ωB97M-V with the def2-TZVPD basis set)
In 11.06340 9.65074 3.23112
S 15.25502 11.91517 3.85346
C 15.61564 10.32222 3.21863
C 14.51497 9.57006 3.04896
C 13.23172 10.22695 3.20215
C 13.50396 11.52122 3.62710
C 12.46065 12.51017 3.60643
C 12.69707 13.89597 3.43455
C 11.61053 14.71419 3.06937
C 10.32470 14.23039 3.12336
C 10.13765 12.90759 3.42639
N 11.19124 12.06201 3.62933
H 16.67438 10.02312 3.15467
H 14.63292 8.51045 2.78773
H 13.68750 14.30958 3.41733
H 11.78665 15.72889 2.73638
H 9.46936 14.83336 2.84936
H 9.16991 12.41906 3.46791
O 8.87146 9.62055 3.15093
N 8.28365 8.45172 3.36182
C 6.89684 8.42765 3.50429
C 6.16348 7.28679 3.71315
C 6.90457 6.06042 3.95722
C 8.28719 6.11198 3.77234
C 8.98303 7.32006 3.43836
S 10.66867 7.24406 3.22345
H 6.49967 9.37209 3.17462
H 5.10375 7.29505 3.63608
H 6.38876 5.12920 4.20811
H 8.97638 5.26280 3.90251
```

Values from the calculation:
Kohn-Sham gap (spin up / spin down) in eV: 4.5 / 7.9
E in Eh: -1710.6292
ΔE to the lowest compared entry with this formula, charge and spin in kJ/mol: 13.6
Multiplicity: 2

Atom charges from the Löwdin analysis, given in e for atoms 1 to 5:
1 In 0.75
2 S 0.96
3 C -0.43
4 C -0.25
5 C -0.27

***

Record 2
# C30H36GeInN5OSe

A molecular structure, C30H36GeInN5OSe (ωB97M-V with the def2-TZVPD basis set, the Open Molecules 2025 dataset).

XYZ file:
```
75
C30H36GeInN5OSe (ωB97M-V with the def2-TZVPD basis set)
In -1.11496 2.32343 -1.64463
C -1.43710 1.43062 2.88537
C -0.16759 1.09776 2.40063
C -0.03950 0.28390 1.30538
C -1.21079 -0.22982 0.64725
C -2.49470 0.13242 1.16026
C -2.59485 0.94559 2.25524
N -0.96101 -0.96941 -0.42112
N -2.52010 0.15606 -2.31849
C -2.06026 -0.33865 -3.47607
C -1.86881 0.24896 -4.75306
C -1.24944 -0.51356 -5.72501
C -0.80871 -1.82445 -5.48403
C -0.99776 -2.44746 -4.24068
C -1.65401 -1.68540 -3.32045
H -1.52820 2.06815 3.75448
H 0.71562 1.47933 2.89248
H 0.93071 0.00935 0.91564
H -3.38408 -0.22153 0.66415
H -3.56852 1.22229 2.63587
H -2.20450 1.25703 -4.95764
H -1.08865 -0.09021 -6.70702
H -0.31867 -2.37300 -6.27636
H -0.65899 -3.45804 -4.05848
C -6.82080 -3.07954 -0.44196
Ge -5.32937 -2.00194 0.14913
C -4.41829 -2.78185 1.67509
C -5.79842 -0.11982 0.31583
C -4.11743 -2.14671 -1.46137
Se -2.21363 -1.78479 -1.49163
C -1.59063 -3.53982 -0.95979
H -7.61777 -3.04324 0.30069
H -6.51877 -4.11852 -0.56837
H -7.21950 -2.70527 -1.38429
H -4.88884 -2.43774 2.59620
H -3.36034 -2.52282 1.72711
H -4.51147 -3.86705 1.63606
H -5.83710 0.18641 1.36128
H -6.78850 0.03137 -0.11269
H -5.10184 0.52624 -0.21748
H -4.49999 -1.49091 -2.24331
H -4.13620 -3.18470 -1.80080
H -1.92796 -3.72868 0.05781
H -0.50486 -3.54150 -1.00487
H -2.01819 -4.26915 -1.64619
C 5.00229 -1.84860 3.26232
C 5.09716 -0.40554 2.84248
C 6.25633 0.10624 2.27297
C 6.35230 1.43988 1.90514
C 5.28450 2.30233 2.10711
N 5.45478 3.66095 1.72704
C 4.51458 4.63817 1.51742
O 4.69621 5.79711 1.79126
N 3.29390 4.25944 0.92212
C 3.05358 3.30924 -0.06321
C 4.04277 2.60869 -0.75617
C 3.66881 1.68551 -1.71356
C 2.32835 1.48524 -1.98897
N 1.37646 2.17287 -1.35590
C 1.73095 3.05102 -0.41743
C 4.12395 1.81582 2.69535
C 4.04031 0.47577 3.04732
H 5.86047 -2.41793 2.91061
H 4.10203 -2.31940 2.86463
H 4.96968 -1.93806 4.34891
H 7.10655 -0.54503 2.11359
H 7.26693 1.81294 1.46022
H 6.36317 4.06144 1.91911
H 2.62744 5.01551 0.99204
H 5.08637 2.79423 -0.55626
H 4.41981 1.13205 -2.25941
H 2.00713 0.77318 -2.73880
H 0.93203 3.59357 0.08494
H 3.30706 2.48948 2.91648
H 3.13885 0.11057 3.52849
```

Values from the calculation:
Kohn-Sham gap (spin up / spin down) in eV: 5.0 / 4.7
Charge: +2
E in Eh: -6181.5739
ΔE to the lowest compared entry with this formula, charge and spin in kJ/mol: 512.1

Atom charges from the Löwdin analysis, given in e for atoms 1 to 5:
1 In 0.94
2 C 0.00
3 C -0.04
4 C -0.01
5 C -0.40

***

Record 3
# C3H2NP

C3H2NP in the gas phase in a non-equilibrium geometry (ωB97M-V with the def2-TZVPD basis set, the Open Molecules 2025 dataset).

XYZ file:
```
7
C3H2NP (ωB97M-V with the def2-TZVPD basis set)
N -1.23656 -0.39731 2.69503
C -0.73860 -0.53456 1.63459
C -0.18252 -0.58232 0.40437
P 0.89082 -1.18097 -0.69576
C 0.40214 0.55966 -0.94825
H -0.29281 0.71092 -1.83954
H 1.15754 1.42458 -1.25044
```

Values from the calculation:
Kohn-Sham gap in eV: 8.4
SMILES: N#CC1=PC1
E in Eh: -511.4642
ΔE to the lowest compared entry with this formula, charge and spin in kJ/mol: 167.8

Atom charges from the natural (NBO) analysis, given in e for atoms 1 to 5:
1 N -0.25
2 C 0.18
3 C -0.49
4 P 0.82
5 C -0.74

***

Record 4
# C48H134N10O18

14 unconnected molecules or ions with the total composition C48H134N10O18 in a non-equilibrium geometry (ωB97M-V with the def2-TZVPD basis set, the Open Molecules 2025 dataset).

XYZ file:
```
210
C48H134N10O18 (ωB97M-V with the def2-TZVPD basis set)
C -5.08947 -0.33774 -5.73551
C -5.24402 -1.51854 -4.79460
C -5.90988 -1.09592 -3.46382
O -5.20511 -0.10031 -2.81289
C -5.69195 0.12653 -1.44705
N -6.13000 -2.58080 -5.21977
H -4.54241 0.47153 -5.21607
H -6.02797 0.08301 -6.13104
H -4.49356 -0.70610 -6.55802
H -4.26631 -1.93937 -4.51295
H -5.97248 -1.97519 -2.73801
H -6.94683 -0.69879 -3.55469
H -5.83435 -0.88169 -0.96767
H -6.60429 0.71333 -1.53083
H -4.96069 0.65664 -0.87276
H -6.90715 -2.07132 -5.61514
H -5.73565 -3.10369 -5.95666
C -5.87080 -5.60341 1.18336
C -6.47913 -4.21332 1.13948
C -5.69158 -3.29880 2.02870
O -6.11996 -1.95072 1.88853
C -5.37698 -1.09718 2.74323
N -6.66287 -3.78414 -0.25250
H -6.66885 -6.29569 0.85304
H -5.59208 -5.89627 2.19473
H -5.01262 -5.78575 0.53648
H -7.49493 -4.30953 1.46508
H -4.60392 -3.37585 1.88218
H -5.82950 -3.68028 3.07889
H -5.32674 -1.48295 3.76558
H -5.73263 -0.07519 2.63676
H -4.34659 -1.07262 2.41529
H -5.94546 -3.88428 -0.95073
H -7.12767 -2.88583 -0.35179
C 5.18345 -6.31466 0.22441
C 4.57634 -4.98055 0.71402
C 5.55045 -3.83621 0.34987
O 5.02815 -2.57260 0.77740
C 5.98905 -1.57071 0.63262
N 3.15032 -4.77140 0.34158
H 5.13668 -6.25109 -0.85628
H 4.54656 -7.19585 0.55138
H 6.17627 -6.45913 0.56700
H 4.48338 -5.07775 1.82494
H 5.69697 -3.75987 -0.70895
H 6.54023 -4.04463 0.84283
H 5.44325 -0.65995 0.52279
H 6.57930 -1.65796 -0.29827
H 6.63794 -1.54511 1.49963
H 3.02884 -3.80851 0.36337
H 2.94406 -5.15199 -0.56568
C 5.25421 -0.72034 5.11450
C 4.67073 -2.03413 4.57699
C 3.44216 -1.59645 3.83434
O 2.70072 -2.75515 3.49568
C 1.41954 -2.45808 3.11634
N 5.67910 -2.70470 3.70689
H 5.44388 0.03819 4.36333
H 6.23747 -1.06002 5.48680
H 4.63481 -0.24589 5.90993
H 4.29524 -2.66984 5.46489
H 3.68319 -1.16147 2.91008
H 2.85223 -0.93137 4.48937
H 0.87323 -3.36477 2.87557
H 1.48408 -1.83572 2.20571
H 0.88254 -1.95328 3.96075
H 5.98352 -3.56953 4.03868
H 5.27583 -2.85225 2.82074
C 1.57833 -2.77936 -4.35926
C 0.93471 -4.13697 -4.03791
C 1.35016 -4.73571 -2.69442
O 2.71323 -4.71771 -2.48065
C 3.49794 -5.72068 -3.15522
N -0.53167 -4.16889 -3.94124
H 1.31282 -1.99532 -3.62252
H 1.42042 -2.49780 -5.39861
H 2.60500 -2.98621 -4.23272
H 1.33817 -4.86666 -4.78675
H 0.91137 -5.72535 -2.60632
H 0.89681 -4.06811 -1.91631
H 3.52178 -5.47193 -4.22478
H 3.06158 -6.69057 -2.92265
H 4.43957 -5.56710 -2.68718
H -0.93637 -4.11248 -4.85317
H -0.76550 -3.24633 -3.49332
C -3.50887 -4.13028 -2.15862
C -3.09557 -3.00398 -1.22083
C -1.87695 -3.47919 -0.38028
O -2.22699 -4.71772 0.15032
C -1.30340 -5.24245 1.03118
N -2.67955 -1.83069 -1.98994
H -3.88937 -5.00297 -1.57326
H -2.69114 -4.56289 -2.71614
H -4.24794 -3.85051 -2.89975
H -3.90842 -2.76312 -0.49892
H -1.60183 -2.68217 0.35551
H -1.02442 -3.55189 -1.06316
H -0.68299 -4.43632 1.43911
H -0.53194 -5.86667 0.53637
H -1.87415 -5.84357 1.72484
H -3.50616 -1.47888 -2.51244
H -2.46419 -1.12606 -1.33017
C 1.17484 5.24141 -1.25746
C 2.07930 4.60203 -2.28676
C 1.88748 5.23895 -3.64366
O 2.74327 4.61436 -4.52588
C 2.33440 4.87516 -5.81582
N 3.50225 4.60424 -1.80144
H 1.17097 4.74389 -0.23787
H 0.16573 5.18712 -1.66857
H 1.42590 6.31009 -1.14437
H 1.78715 3.52341 -2.42274
H 2.10902 6.34595 -3.61482
H 0.80583 5.18670 -3.97980
H 3.14786 4.55995 -6.49631
H 2.14209 5.94967 -5.92052
H 1.36661 4.38996 -6.10026
H 3.74229 5.57731 -1.87646
H 4.14383 4.10936 -2.41477
C -2.70530 3.71666 2.92955
C -4.16055 3.95351 2.48496
C -4.24616 3.65748 0.95907
O -5.40474 4.31795 0.46792
C -5.33181 4.61292 -0.92978
N -5.15004 3.07315 3.06637
H -2.45032 2.64446 2.78630
H -2.53447 4.00021 3.97139
H -2.04586 4.39642 2.33586
H -4.43750 5.03409 2.59396
H -4.40216 2.56874 0.74091
H -3.39146 3.98968 0.40380
H -4.43653 5.26220 -1.12498
H -6.23931 5.12033 -1.27895
H -5.14337 3.67968 -1.52137
H -5.14421 3.15758 4.06783
H -6.02166 3.49402 2.76378
C 0.48663 3.50905 3.97243
C 1.95953 3.59803 4.46019
C 2.55550 4.90087 3.96872
O 2.59370 4.88402 2.54606
C 2.83956 6.17341 2.05748
N 2.02922 3.56552 5.92349
H 0.56028 3.56175 2.89535
H -0.06756 4.39878 4.41469
H 0.02861 2.61374 4.41648
H 2.66916 2.83500 3.98602
H 3.56810 4.98932 4.40813
H 1.89627 5.69578 4.33447
H 2.84400 6.09399 0.95755
H 3.81735 6.57617 2.36897
H 2.05750 6.88029 2.35004
H 1.45254 2.79178 6.30351
H 2.99966 3.30683 6.17034
C 1.03339 1.82697 -0.11742
C 1.30175 0.42676 0.50515
C 0.22786 -0.46687 -0.04726
O -1.03939 0.08909 0.14278
C -1.34350 0.11577 1.54582
N 2.67484 -0.09197 0.18373
H 1.81640 2.57736 0.08756
H 0.03931 2.18062 0.10894
H 0.94562 1.68876 -1.20907
H 1.17524 0.48613 1.58905
H 0.34134 -1.48220 0.40755
H 0.41764 -0.57373 -1.09865
H -2.40757 0.00951 1.66892
H -1.09219 1.06695 1.97819
H -0.83149 -0.75755 1.97642
H 3.42260 0.64519 0.24891
H 2.56326 -0.30429 -0.80471
C 6.15725 3.11630 1.87095
C 5.78530 3.19744 0.40332
O 4.38407 2.91340 0.38142
O 5.44979 4.08431 2.64930
H 7.19619 3.29553 2.10812
H 5.91788 2.13955 2.25095
H 6.42089 2.52875 -0.14239
H 6.03035 4.14881 -0.04674
H 3.88420 3.52256 -0.20308
H 4.51219 4.10381 2.42094
C -1.47577 1.63795 -3.55148
C -2.68132 2.25609 -2.89036
O -2.51378 2.35035 -1.49451
O -0.38439 2.53543 -3.57044
H -1.55332 1.44602 -4.58785
H -1.20728 0.70409 -3.01705
H -3.51617 1.55529 -3.09431
H -2.88866 3.25904 -3.21938
H -1.93969 1.62521 -1.17235
H -0.32059 3.00036 -2.74228
C -3.31591 0.27711 6.08012
C -2.77858 1.69682 6.21658
O -1.30380 1.68939 6.24170
O -2.73913 -0.29778 4.89932
H -4.38625 0.31676 5.94974
H -3.04857 -0.31565 6.99281
H -3.08482 2.11031 7.16905
H -3.10551 2.38709 5.42940
H -1.09577 1.36599 7.10574
H -1.84973 0.05176 4.84783
C 4.54614 1.06815 -5.35337
C 3.55803 1.14010 -4.21544
O 4.09014 1.77671 -3.07917
O 5.19941 2.27743 -5.70577
H 3.98669 0.79464 -6.19442
H 5.32348 0.35420 -5.07678
H 3.39776 0.15511 -3.82426
H 2.64527 1.69282 -4.41807
H 3.32722 1.95449 -2.48250
H 5.06451 2.77434 -4.90713
```

Values from the calculation:
Kohn-Sham gap in eV: 8.9
E in Eh: -3810.7765
ΔE to the lowest compared entry with this formula, charge and spin in kJ/mol: 0.0

Atom charges from the Löwdin analysis, given in e for atoms 1 to 5:
1 C -0.05
2 C -0.44
3 C -0.25
4 O -0.26
5 C -0.03

***

Record 5
# C24H56BClO2OsP2

A molecular structure, C24H56BClO2OsP2 in a non-equilibrium geometry (ωB97M-V with the def2-TZVPD basis set, the Open Molecules 2025 dataset).

XYZ file:
```
87
C24H56BClO2OsP2 (ωB97M-V with the def2-TZVPD basis set)
Os 0.00000 0.00000 0.00000
Cl -0.05600 0.03410 -2.45110
P -0.34720 -2.33960 -0.21440
C 0.68930 -3.13260 -1.58120
C -0.07230 -3.46750 1.24620
C -2.09440 -2.59310 -0.84690
C 2.07900 -2.53090 -1.74310
H 0.12310 -2.87120 -2.47590
C 0.79970 -4.65280 -1.49840
H 1.55650 -4.95940 -0.77980
H 1.10970 -5.03760 -2.47030
H -0.12750 -5.15060 -1.23620
H 2.04640 -1.60230 -2.29950
H 2.70770 -3.23070 -2.29570
H 2.56110 -2.34200 -0.78670
H -2.02170 -2.05550 -1.79470
C -3.15910 -1.89540 -0.00770
C -2.50390 -4.02830 -1.13920
H -2.04000 -4.41940 -2.03950
H -3.58330 -4.07210 -1.28950
H -2.26940 -4.69760 -0.31180
H -2.73740 -1.14000 0.64950
H -3.72230 -2.59820 0.59980
H -3.86880 -1.39900 -0.66950
C 1.34190 -3.28910 1.78810
H -0.15140 -4.47500 0.83730
C -1.11570 -3.33660 2.34770
H 2.09840 -3.68790 1.11850
H 1.43490 -3.81770 2.73760
H 1.56500 -2.24190 1.96150
H -1.32860 -2.30100 2.58810
H -0.74030 -3.81610 3.25270
H -2.04590 -3.83010 2.08440
H 1.55780 -0.24960 -0.40620
H -1.57100 0.26870 -0.33430
P 0.33820 2.34540 -0.16620
C -0.83400 3.19030 -1.38440
C 0.23070 3.41910 1.35590
C 2.00910 2.61630 -0.97320
C -2.23230 2.58810 -1.43150
H -0.36150 2.97120 -2.34260
C -0.93840 4.70470 -1.22490
H -1.61070 4.97590 -0.41370
H -1.35660 5.12780 -2.13860
H 0.01110 5.19810 -1.04770
H -2.24060 1.64470 -1.96360
H -2.89740 3.27480 -1.95750
H -2.64640 2.42640 -0.43900
H 1.82780 2.12300 -1.93050
C 3.15090 1.87440 -0.28710
C 2.40400 4.05970 -1.24500
H 1.83110 4.50570 -2.05210
H 3.45350 4.09620 -1.53940
H 2.29960 4.68740 -0.36040
H 2.79770 1.17270 0.46320
H 3.84950 2.55680 0.18880
H 3.70930 1.30810 -1.03250
C -1.12910 3.24620 2.02430
H 0.29380 4.44090 0.98080
C 1.37170 3.22400 2.34560
H -1.90390 3.84430 1.55310
H -1.06250 3.56030 3.06660
H -1.44610 2.20900 2.00360
H 1.49180 2.18530 2.63280
H 1.15950 3.79510 3.25050
H 2.31560 3.58620 1.95080
C -1.95970 0.10810 4.73790
C -0.47020 0.52340 4.58310
C -0.16630 1.58180 5.66340
O -0.31150 1.08000 3.31510
B 0.04520 -0.03720 2.42820
O 0.41650 -1.17490 3.28640
C 0.52030 -0.66440 4.57990
C 2.00050 -0.25290 4.80620
C 0.17570 -1.76050 5.60860
H -2.25890 -0.63780 3.97390
H -2.61650 0.99600 4.61290
H -2.15660 -0.31510 5.74540
H -0.88330 2.42710 5.58490
H -0.24890 1.14000 6.67900
H 0.84670 2.01550 5.53580
H 2.15770 0.13380 5.83510
H 2.66410 -1.13460 4.67470
H 2.32430 0.52050 4.08060
H -0.83220 -2.18710 5.42750
H 0.89500 -2.60360 5.52610
H 0.21910 -1.35620 6.64200
```

Values from the calculation:
Kohn-Sham gap (spin up / spin down) in eV: 5.0 / 6.7
E in Eh: -2356.8568
Multiplicity: 5

Atom charges from the Löwdin analysis, given in e for atoms 1 to 5:
1 Os 0.97
2 Cl -0.04
3 P 0.87
4 C -0.53
5 C -0.50

***

Record 6
# C5H9N

2 unconnected molecules or ions with the total composition C5H9N (ωB97M-V with the def2-TZVPD basis set, the Open Molecules 2025 dataset).

XYZ file:
```
15
C5H9N (ωB97M-V with the def2-TZVPD basis set)
C 1.78979 -0.19752 1.62247
C 1.75581 -0.69989 0.41216
N 1.72036 -1.20702 -0.70393
H 1.76218 -0.87613 2.46614
H 1.86787 0.86921 1.79624
H 0.73843 -1.29865 -0.99682
C -1.36016 -0.90176 -0.93904
C -1.19236 0.07469 -0.04797
C -0.77692 1.46750 -0.41816
H -1.17020 -0.72372 -1.99771
H -1.70372 -1.89370 -0.65937
H -1.38427 -0.11865 1.00724
H 0.03531 1.84356 0.21346
H -1.62826 2.14587 -0.29146
H -0.45386 1.51622 -1.46325
```

Values from the calculation:
Kohn-Sham gap in eV: 10.2
SMILES: C=C=N.C=CC
E in Eh: -250.5881
ΔE to the lowest compared entry with this formula, charge and spin in kJ/mol: 206.9

Atom charges from the natural (NBO) analysis, given in e for atoms 1 to 5:
1 C -0.67
2 C 0.43
3 N -0.64
4 H 0.24
5 H 0.24